Density functional theory data (ωB97M-V with the def2-TZVPD basis set) for the molecule CH2N2O.

As for the HOMO energy: -10.31 eV. As for the SMILES: O=C1NN1. As for the charge: 0. The HOMO-LUMO gap comes out at 10.74 eV. For the energy above the lowest of the compared OMol25 structures with the same formula, charge and spin, the calculation gives 61.4 kcal per mole. The energy comes out at -6094.3500 eV.

Geometry as XYZ:
```
6
Properties=species:S:1:pos:R:3:forces:R:3:nbo_charge:R:1
N -0.8878 0.0488 -0.3807 -0.5 -1.4 -2.7 -0.48
N 0.0715 1.0074 0.3418 2.0 -0.9 -0.4 -0.46
H 1.0073 1.0897 -0.1769 -1.5 0.1 0.6 0.34
O 0.4968 -1.3835 1.0558 -1.4 2.1 -1.1 -0.53
C -0.0299 -0.4215 0.5270 1.7 -1.1 1.8 0.76
H -0.6580 -0.3410 -1.3671 -0.3 1.2 1.8 0.38
```
Forces are in eV/Å.

Density functional theory data (ωB97M-V with the def2-TZVPD basis set) for the molecule CH2N2O.

The spin multiplicity is 3. As for the HOMO energy (alpha / beta): -5.50 / -11.51 eV. As for the charge: 0. The HOMO-LUMO gap (alpha / beta) comes out at 6.17 / 7.00 eV. For the energy above the lowest of the compared OMol25 structures with the same formula, charge and spin, the calculation gives 122.1 kcal per mole. The energy comes out at -6087.8228 eV.

Geometry as XYZ:
```
6
Properties=species:S:1:pos:R:3:forces:R:3:nbo_charge:R:1
N -0.9575 -1.9094 0.0329 1.8 -3.9 -1.5 -0.33
N 0.6229 0.9190 0.0306 1.1 2.3 1.6 -0.37
O -0.6898 0.6161 0.2757 -0.9 0.9 -1.4 -0.20
C -0.9389 -0.7752 0.1863 -4.3 1.9 3.1 0.19
H 1.1324 0.1920 0.3752 2.0 -2.7 1.6 0.34
H 0.8309 0.9574 -0.9007 0.4 1.6 -3.4 0.38
```
Forces are in eV/Å.

Density functional theory data (ωB97M-V with the def2-TZVPD basis set) for the molecule CH2N2O2.

As for the HOMO energy: -10.11 eV. As for the SMILES: O=CNN=O. As for the charge: 0. The HOMO-LUMO gap comes out at 9.90 eV. For the energy above the lowest of the compared OMol25 structures with the same formula, charge and spin, the calculation gives 85.9 kcal per mole. The energy comes out at -8141.6468 eV.

Geometry as XYZ:
```
7
Properties=species:S:1:pos:R:3:forces:R:3:nbo_charge:R:1
N 1.5265 0.1146 0.0190 -0.9 2.2 0.2 0.28
N 0.2012 -0.2925 0.1513 -0.6 3.0 0.2 -0.51
O 2.3361 -0.7390 0.0524 -0.2 -1.1 -0.1 -0.29
C -0.9953 0.5245 0.0087 -0.4 -1.9 -0.3 0.54
H 0.0160 -1.1948 -0.0906 -0.3 -3.5 -0.4 0.37
H -1.9565 -0.0994 -0.0342 1.4 -0.1 0.2 0.12
O -1.1279 1.6865 -0.1068 0.9 1.5 0.2 -0.50
```
Forces are in eV/Å.

Density functional theory data (ωB97M-V with the def2-TZVPD basis set) for a cluster of 2 separate species, CH2N2O2 in total.

As for the HOMO energy: -10.68 eV. As for the SMILES: O=CO.N#N. As for the charge: 0. The HOMO-LUMO gap comes out at 10.88 eV. For the energy above the lowest of the compared OMol25 structures with the same formula, charge and spin, the calculation gives 8.2 kcal per mole. The energy comes out at -8145.0153 eV.

Geometry as XYZ:
```
7
Properties=species:S:1:pos:R:3:forces:R:3:nbo_charge:R:1
N -2.7389 -0.0011 -0.1104 5.6 -2.3 1.4 0.06
H 0.3597 -0.9698 -0.1194 0.7 0.3 0.1 0.11
C 1.1792 -0.2242 -0.0298 1.5 -0.2 -0.1 0.62
H -0.2069 1.0423 0.0885 0.7 0.3 -0.1 0.48
O 2.3539 -0.4960 -0.0055 -1.2 0.1 0.0 -0.55
O 0.7678 1.0618 0.0212 -0.8 -0.4 0.1 -0.67
N -1.7148 -0.4130 0.1553 -6.3 2.2 -1.4 -0.06
```
Forces are in eV/Å.

Density functional theory data (ωB97M-V with the def2-TZVPD basis set) for the molecule CH2N2O2S.

As for the HOMO energy: -9.95 eV. As for the charge: 0. The HOMO-LUMO gap comes out at 9.76 eV. For the energy above the lowest of the compared OMol25 structures with the same formula, charge and spin, the calculation gives 117.5 kcal per mole. The energy comes out at -18976.2347 eV.

Geometry as XYZ:
```
8
Properties=species:S:1:pos:R:3:forces:R:3:nbo_charge:R:1
O -0.6768 1.2804 0.0230 3.8 -1.9 -0.2 -0.59
S -1.6652 -0.0210 -0.0895 0.5 -0.9 -0.9 1.61
H 1.8419 -0.9684 -0.3596 -1.1 -0.7 0.2 0.22
N 0.8228 0.6169 0.1360 -2.1 3.9 1.3 -0.32
C 0.7713 -0.6565 -0.2208 1.9 0.8 -0.4 0.22
N -0.3134 -1.2187 -0.3680 -3.0 -1.4 -0.4 -0.64
H 1.4609 1.2451 -0.3148 0.0 0.5 -0.3 0.40
O -2.2415 -0.2779 1.1937 -0.1 -0.3 0.7 -0.90
```
Forces are in eV/Å.

Density functional theory data (ωB97M-V with the def2-TZVPD basis set) for a cluster of 2 separate species, CH2N2O2S in total.

As for the HOMO energy (alpha / beta): -8.31 / -8.35 eV. As for the charge: 0. The HOMO-LUMO gap (alpha / beta) comes out at 5.77 / 7.05 eV. For the energy above the lowest of the compared OMol25 structures with the same formula, charge and spin, the calculation gives 272.2 kcal per mole. The energy comes out at -18969.5256 eV.

Geometry as XYZ:
```
8
Properties=species:S:1:pos:R:3:forces:R:3:nbo_charge:R:1
N -2.0415 -0.3457 1.4373 2.4 0.6 -2.0 -0.15
H 0.2496 0.8689 0.1692 -0.6 -1.2 -0.3 0.42
O -2.3911 -0.8866 3.5886 0.6 -0.1 -0.3 -0.16
N -0.2021 -0.0378 -0.0979 2.0 0.7 -0.8 -0.81
S -1.3149 -2.8291 -0.8630 0.2 1.2 0.8 -0.48
O -2.8566 -0.3966 2.4733 -0.8 -0.1 -0.1 0.07
C -1.1771 -0.5056 0.5980 -3.1 -2.1 2.2 0.64
H 0.2873 -0.7443 -0.6946 -0.7 1.0 0.5 0.47
```
Forces are in eV/Å.

Density functional theory data (ωB97M-V with the def2-TZVPD basis set) for the molecule CH2N2O2S.

As for the HOMO energy: -12.15 eV. As for the SMILES: N#CS(N)(=O)=O. As for the charge: 0. The HOMO-LUMO gap comes out at 11.29 eV. For the energy above the lowest of the compared OMol25 structures with the same formula, charge and spin, the calculation gives 104.0 kcal per mole. The energy comes out at -18976.8204 eV.

Geometry as XYZ:
```
8
Properties=species:S:1:pos:R:3:forces:R:3:nbo_charge:R:1
H 0.3484 1.8690 0.7471 -0.6 -2.2 -0.7 0.45
H 1.7443 0.9248 0.5729 -2.7 -1.0 -0.6 0.44
N 0.6621 0.9038 0.4374 3.1 1.6 0.8 -1.11
O -1.5044 -0.1027 0.8858 -2.4 0.7 0.7 -0.88
O 0.4693 -1.5758 1.1023 -0.5 1.9 -1.7 -0.84
C -0.6196 -0.8303 -1.5632 1.2 0.7 3.2 -0.02
N -0.8780 -0.7340 -2.6790 -0.1 -0.2 -0.2 -0.36
S -0.2220 -0.4548 0.4968 2.0 -1.6 -1.6 2.31
```
Forces are in eV/Å.

Density functional theory data (ωB97M-V with the def2-TZVPD basis set) for the molecule CH2N2O2S.

As for the HOMO energy: -10.24 eV. As for the SMILES: O=[N+]([O-])/N=C/S. As for the charge: 0. The HOMO-LUMO gap comes out at 10.23 eV. For the energy above the lowest of the compared OMol25 structures with the same formula, charge and spin, the calculation gives 140.0 kcal per mole. The energy comes out at -18975.2574 eV.

Geometry as XYZ:
```
8
Properties=species:S:1:pos:R:3:forces:R:3:nbo_charge:R:1
O -2.1406 -0.1830 -0.6897 -0.8 0.0 0.3 -0.37
N -1.0066 -0.0634 -1.0689 -0.8 -1.5 -2.2 0.62
C 0.4066 -0.2820 0.6945 0.0 1.6 -1.6 -0.02
H 0.0757 -1.2247 0.8109 -1.0 -3.5 0.8 0.19
H 1.6079 1.4050 1.0650 0.4 0.9 -0.1 0.15
N -0.0859 0.3923 -0.2561 2.6 2.7 2.3 -0.31
O -0.5822 -0.2718 -2.1946 -0.5 -0.1 -0.1 -0.38
S 1.7251 0.2277 1.6390 0.1 -0.1 0.6 0.13
```
Forces are in eV/Å.

Density functional theory data (ωB97M-V with the def2-TZVPD basis set) for a cluster of 2 separate species, CH2N2O2S2 in total.

As for the HOMO energy: -9.62 eV. As for the charge: 0. The HOMO-LUMO gap comes out at 9.09 eV. For the energy above the lowest of the compared OMol25 structures with the same formula, charge and spin, the calculation gives 157.8 kcal per mole. The energy comes out at -29807.3073 eV.

Geometry as XYZ:
```
9
Properties=species:S:1:pos:R:3:forces:R:3:nbo_charge:R:1
O -2.7322 0.9460 0.9206 -0.3 1.0 1.0 -0.35
N -2.5111 0.1090 0.1060 -0.2 -0.2 -0.1 0.36
N -1.7788 -0.4969 -0.5332 -0.1 0.3 0.2 0.35
S 1.6001 1.5568 -0.3908 -0.3 -0.1 0.1 0.22
H 2.8000 0.9217 -0.5454 -0.1 -0.1 0.1 0.06
O -1.5805 -1.3376 -1.3544 0.5 -1.1 -1.1 -0.37
C 0.6283 0.4819 0.4317 0.6 -0.3 -0.2 -0.55
H 2.4322 -1.1469 0.4655 0.0 0.1 0.0 0.06
S 1.1420 -1.0340 0.9000 -0.2 0.2 0.0 0.21
```
Forces are in eV/Å.

Density functional theory data (ωB97M-V with the def2-TZVPD basis set) for the molecule CH2N2O2S2.

As for the HOMO energy: -10.26 eV. As for the SMILES: O=[N+]([O-])N=C(S)S. As for the charge: 0. The HOMO-LUMO gap comes out at 8.78 eV. For the energy above the lowest of the compared OMol25 structures with the same formula, charge and spin, the calculation gives 103.3 kcal per mole. The energy comes out at -29809.6704 eV.

Geometry as XYZ:
```
9
Properties=species:S:1:pos:R:3:forces:R:3:nbo_charge:R:1
H -0.7309 -1.2125 -0.4967 -2.4 1.9 -1.2 0.11
N 2.7811 -1.0299 -0.0935 -6.0 -0.3 -0.1 -0.35
O 4.8850 -0.4855 0.1752 -1.4 -0.1 -1.2 -0.36
S 1.0676 1.1830 0.0662 -2.2 0.0 -0.5 0.28
N 3.7373 -0.1252 -0.1062 1.9 2.3 2.7 0.58
S 0.2612 -1.7555 0.0232 2.4 -2.7 1.4 0.23
O 3.4349 1.0899 -0.1624 0.3 -0.5 -0.6 -0.45
H -0.4312 1.1349 0.0514 2.4 -0.5 0.3 0.10
C 1.4061 -0.5061 -0.0221 5.0 0.0 -0.7 -0.13
```
Forces are in eV/Å.